The following is a quantum chemistry calculation of a molecular structure, C30H40AlFN3O4P, from the Open Molecules 2025 dataset.

Geometry as XYZ:
```
80
Properties=species:S:1:pos:R:3:lowdin_charge:R:1
Al -10.313 -15.498 10.400 0.321
C -12.006 -9.929 6.717 -0.028
C -11.930 -11.088 5.715 -0.308
C -13.322 -11.158 4.981 -0.109
C -13.300 -12.402 4.051 -0.115
C -12.967 -13.650 4.831 -0.119
C -13.407 -14.928 4.422 0.094
C -13.115 -16.036 5.213 -0.219
F -13.693 -17.231 4.912 0.077
C -12.400 -15.969 6.406 0.095
C -11.892 -14.695 6.808 -0.043
C -11.065 -14.639 7.956 -0.202
O -11.085 -15.634 8.807 -0.025
C -10.434 -13.383 8.213 0.013
C -10.625 -12.358 7.300 0.050
N -11.573 -12.320 6.365 0.035
C -12.168 -13.543 5.989 -0.027
C -9.654 -12.951 9.456 -0.459
O -9.168 -11.851 9.582 0.141
O -9.653 -13.844 10.455 -0.010
H -12.119 -8.956 6.195 0.113
H -11.169 -9.920 7.404 0.066
H -12.865 -10.131 7.409 0.110
H -11.113 -10.936 4.915 0.189
H -13.467 -10.261 4.392 0.126
H -14.088 -11.210 5.761 0.128
H -12.491 -12.274 3.256 0.154
H -14.292 -12.515 3.525 0.143
H -13.975 -15.066 3.482 0.157
H -12.195 -16.849 7.008 0.135
H -9.913 -11.534 7.218 0.169
C -10.915 -13.104 17.217 -0.067
C -11.585 -14.483 17.215 -0.194
N -11.736 -15.008 15.827 -0.049
C -11.053 -16.306 15.518 -0.184
C -9.553 -16.071 15.559 -0.082
C -12.845 -14.560 15.123 -0.353
O -13.776 -13.897 15.655 0.067
C -12.873 -14.813 13.653 -0.069
C -14.100 -14.567 13.034 0.069
C -14.235 -14.799 11.663 0.019
C -13.133 -15.224 10.933 -0.050
N -11.932 -15.275 11.531 0.014
C -11.780 -15.018 12.824 -0.031
H -10.518 -12.885 18.264 0.108
H -11.655 -12.335 16.880 0.090
H -10.087 -13.057 16.540 0.050
H -12.522 -14.446 17.734 0.111
H -10.986 -15.223 17.808 0.128
H -11.352 -16.757 14.567 0.103
H -11.294 -17.037 16.326 0.139
H -9.268 -15.205 14.951 0.070
H -8.964 -16.911 15.215 0.063
H -9.183 -15.845 16.529 0.070
H -14.879 -14.130 13.629 0.136
H -15.244 -14.760 11.251 0.131
H -13.139 -15.679 9.896 0.150
H -10.733 -14.955 13.176 0.132
C -7.261 -15.088 12.399 -0.133
C -7.425 -16.599 12.303 -0.361
P -8.591 -17.114 10.978 0.992
C -9.204 -18.825 11.449 -0.341
C -8.064 -19.618 12.119 -0.126
C -7.576 -17.266 9.477 -0.396
C -6.107 -17.429 9.611 -0.136
H -6.553 -14.860 13.212 0.101
H -8.229 -14.571 12.509 0.055
H -6.795 -14.697 11.471 0.089
H -7.964 -16.841 13.227 0.061
H -6.454 -17.071 12.206 0.094
H -9.703 -19.410 10.662 0.098
H -10.016 -18.584 12.165 0.078
H -7.109 -19.597 11.591 0.067
H -8.444 -20.649 12.215 0.094
H -7.905 -19.251 13.154 0.081
H -7.718 -16.414 8.830 0.081
H -8.029 -18.143 8.981 0.105
H -5.609 -16.531 9.941 0.078
H -5.780 -17.620 8.562 0.108
H -5.800 -18.292 10.248 0.088
```

The charge is +2. The value obtained for the molecular weight is 583.6 g mol⁻¹. The gap between HOMO and LUMO is 7.806 eV. The energy above the lowest of the compared OMol25 structures with the same formula, charge and spin comes out at 18.3 kcal/mol.

The following is a quantum chemistry calculation of a molecular structure, C30H40CaN2O2PS2, from the Open Molecules 2025 dataset.

Geometry as XYZ:
```
78
Properties=species:S:1:pos:R:3:nbo_charge:R:1
Ca -0.502 -1.042 0.312 1.713
C -2.690 0.730 2.088 -0.275
O -1.265 0.612 2.055 -0.568
C -0.634 0.391 3.246 0.382
C -1.232 0.654 4.472 -0.305
C -0.523 0.445 5.645 -0.198
C 0.777 -0.031 5.610 -0.237
C 1.369 -0.312 4.389 -0.190
C 0.673 -0.106 3.204 0.031
N 1.214 -0.438 1.923 -0.327
N 2.448 -0.656 1.968 -0.161
C 3.146 -0.996 0.839 -0.017
C 2.625 -1.015 -0.486 0.408
O 1.424 -0.776 -0.805 -0.803
C 3.562 -1.284 -1.555 -0.260
C 4.867 -1.538 -1.328 -0.176
C 5.408 -1.545 -0.005 -0.027
C 6.772 -1.814 0.214 -0.202
C 7.296 -1.816 1.480 -0.253
C 6.448 -1.547 2.564 -0.213
C 5.114 -1.283 2.375 -0.199
C 4.547 -1.271 1.081 -0.033
H -2.982 1.665 2.570 0.167
H -3.115 -0.147 2.576 0.233
H -3.005 0.748 1.047 0.202
H -2.253 1.008 4.514 0.219
H -1.004 0.645 6.596 0.205
H 1.323 -0.208 6.528 0.206
H 2.367 -0.718 4.333 0.228
H 3.136 -1.282 -2.550 0.217
H 5.541 -1.747 -2.151 0.200
H 7.399 -2.021 -0.647 0.199
H 8.346 -2.024 1.645 0.203
H 6.848 -1.549 3.571 0.202
H 4.481 -1.081 3.225 0.221
C -3.428 -4.850 1.923 -0.643
C -2.687 -3.800 1.116 -0.180
S -1.814 -2.638 2.145 -0.681
C -2.734 -3.802 -0.227 -0.170
C -3.526 -4.838 -0.984 -0.639
S -1.942 -2.661 -1.339 -0.693
H -3.248 -4.696 2.984 0.219
H -3.102 -5.867 1.675 0.195
H -4.512 -4.809 1.759 0.192
H -3.955 -5.608 -0.338 0.194
H -2.895 -5.328 -1.730 0.206
H -4.344 -4.363 -1.537 0.200
C -3.060 3.488 -0.206 -0.606
C -2.153 3.619 -1.430 -0.495
C -2.970 4.098 -2.632 -0.614
P -1.075 2.085 -1.644 0.794
C -1.795 1.235 -3.124 -0.515
C -3.143 0.623 -2.730 -0.634
C -0.862 0.142 -3.643 -0.614
C 0.487 2.922 -2.238 -0.497
C 0.407 3.610 -3.599 -0.614
C 1.717 2.021 -2.145 -0.607
H -3.579 4.432 -0.012 0.198
H -2.490 3.220 0.684 0.216
H -3.821 2.719 -0.356 0.204
H -1.421 4.402 -1.204 0.211
H -3.766 3.396 -2.880 0.208
H -2.368 4.239 -3.528 0.207
H -3.446 5.054 -2.395 0.202
H -1.956 1.964 -3.922 0.201
H -3.003 -0.234 -2.065 0.257
H -3.656 0.250 -3.621 0.209
H -3.806 1.336 -2.239 0.189
H -0.533 -0.530 -2.844 0.234
H 0.029 0.550 -4.124 0.196
H -1.389 -0.476 -4.375 0.216
H 0.613 3.702 -1.477 0.210
H 0.157 2.902 -4.392 0.205
H 1.373 4.056 -3.854 0.204
H -0.336 4.409 -3.617 0.201
H 1.692 1.213 -2.879 0.210
H 1.801 1.552 -1.166 0.236
H 2.616 2.615 -2.331 0.195
```

The charge is -1. The value obtained for the molecular weight is 595.8 g mol⁻¹. The gap between HOMO and LUMO is 5.053 eV. The energy above the lowest of the compared OMol25 structures with the same formula, charge and spin comes out at 0.0 kcal/mol.

The following is a quantum chemistry calculation of a molecular structure, C30H40CoN3P2S2, from the Open Molecules 2025 dataset.

Geometry as XYZ:
```
78
Properties=species:S:1:pos:R:3:mulliken_spin:R:1
Co 1.118 0.595 -0.159 2.619
C 2.144 -0.773 4.641 0.003
C 1.741 0.069 3.434 -0.009
C 0.625 1.057 3.779 0.018
P 1.326 -0.740 1.834 0.078
C 2.518 -2.098 1.460 0.020
C 3.946 -1.556 1.522 0.006
C 2.354 -3.384 2.264 0.002
C -0.288 -1.568 1.963 0.085
C -0.769 -2.226 3.081 -0.064
C -2.036 -2.807 3.112 0.139
C -2.520 -3.540 4.326 -0.016
C -2.842 -2.698 1.973 -0.054
C -2.396 -2.062 0.839 0.204
C -1.101 -1.496 0.795 0.008
N -0.614 -0.808 -0.265 0.445
C -1.229 -0.834 -1.510 0.030
C -1.625 -2.011 -2.147 0.097
C -2.107 -1.959 -3.442 -0.035
C -2.225 -0.751 -4.125 0.069
C -2.723 -0.700 -5.540 -0.005
C -1.840 0.420 -3.476 -0.045
C -1.334 0.399 -2.186 0.015
P -0.698 1.791 -1.215 0.101
C -2.088 2.243 -0.084 0.003
C -1.727 3.517 0.680 0.000
C -3.483 2.310 -0.698 -0.001
C -0.276 3.219 -2.297 0.013
C 0.696 2.772 -3.392 0.005
C -1.420 4.063 -2.861 0.005
H 2.397 -0.110 5.472 0.000
H 3.017 -1.390 4.438 0.000
H 1.340 -1.424 4.985 0.000
H 2.617 0.655 3.127 0.005
H -0.287 0.536 4.077 0.000
H 0.383 1.703 2.932 -0.008
H 0.935 1.692 4.609 0.000
H 2.292 -2.305 0.408 -0.004
H 4.269 -1.399 2.554 0.000
H 4.050 -0.613 0.983 -0.004
H 4.627 -2.278 1.067 0.000
H 2.537 -3.231 3.327 0.001
H 3.076 -4.123 1.911 0.000
H 1.357 -3.812 2.148 -0.002
H -0.148 -2.301 3.964 0.002
H -1.894 -3.333 5.192 0.000
H -2.503 -4.618 4.152 0.016
H -3.548 -3.269 4.570 0.008
H -3.843 -3.113 1.994 0.002
H -3.052 -1.958 -0.015 0.006
H -1.500 -2.963 -1.647 0.000
H -2.385 -2.880 -3.941 0.000
H -3.093 -1.671 -5.866 0.000
H -1.920 -0.402 -6.217 0.006
H -3.531 0.025 -5.650 0.004
H -1.927 1.360 -4.003 -0.002
H -2.076 1.410 0.630 0.002
H -1.746 4.391 0.025 0.000
H -0.731 3.456 1.125 -0.006
H -2.447 3.692 1.481 0.001
H -3.592 3.160 -1.370 0.000
H -4.228 2.419 0.094 0.001
H -3.719 1.405 -1.259 -0.001
H 0.296 3.848 -1.603 0.000
H 0.201 2.147 -4.138 0.000
H 1.533 2.207 -2.985 -0.002
H 1.089 3.655 -3.899 0.000
H -2.122 3.479 -3.454 0.000
H -1.006 4.835 -3.513 0.000
H -1.986 4.567 -2.078 0.000
S 3.063 1.903 -0.229 0.110
C 3.491 0.744 -1.469 -0.012
S 2.277 -0.443 -1.886 0.114
C 4.714 0.769 -2.092 0.013
C 5.703 1.740 -1.760 -0.003
N 6.502 2.525 -1.491 0.010
C 5.056 -0.180 -3.099 -0.006
N 5.336 -0.948 -3.910 0.010
```

The charge is 0. Its spin multiplicity is 5. As for the expectation value of S²: 6.06. The value obtained for the molecular weight is 627.7 g mol⁻¹. The gap between HOMO and LUMO (spin up / spin down) is 7.322 / 4.904 eV. The energy above the lowest of the compared OMol25 structures with the same formula, charge and spin comes out at 4.9 kcal/mol.

The following is a quantum chemistry calculation of a molecular structure, C30H40F3N7O3PSTc, from the Open Molecules 2025 dataset.

Geometry as XYZ:
```
86
Properties=species:S:1:pos:R:3:mulliken_spin:R:1
Tc -0.584 0.103 -1.777 3.196
C -2.583 0.409 6.019 0.000
C -2.894 1.157 4.893 0.000
C -2.266 0.890 3.691 0.002
C -1.309 -0.123 3.621 -0.002
C -0.977 -0.853 4.755 -0.002
C -1.621 -0.585 5.952 0.000
P -0.631 -0.451 1.971 -0.164
C 0.445 -1.911 1.879 -0.018
C 0.046 -2.973 1.072 -0.007
C 0.872 -4.068 0.896 0.003
C 2.100 -4.119 1.536 0.001
C 2.498 -3.067 2.349 0.000
C 1.686 -1.957 2.514 -0.004
C -2.085 -0.737 0.923 -0.019
C -3.122 -1.413 1.582 0.005
C -4.292 -1.701 0.916 0.004
C -4.430 -1.290 -0.406 -0.002
C -3.385 -0.661 -1.052 -0.250
C -2.151 -0.378 -0.437 0.089
H -3.102 0.592 6.947 0.000
H -3.634 1.940 4.953 0.000
H -2.529 1.437 2.793 0.000
H -0.233 -1.633 4.696 0.001
H -1.374 -1.159 6.830 0.000
H -0.914 -2.933 0.579 0.007
H 0.546 -4.885 0.268 0.000
H 2.743 -4.978 1.411 0.000
H 3.446 -3.121 2.862 0.000
H 2.015 -1.135 3.136 0.000
H -2.997 -1.710 2.618 -0.002
H -5.092 -2.223 1.418 0.001
H -5.358 -1.474 -0.929 -0.002
H -3.513 -0.371 -2.088 -0.016
C 4.366 -2.123 -1.599 0.003
N 3.642 -0.980 -2.117 0.014
C 4.326 0.285 -1.979 0.001
C 2.278 -0.987 -2.223 0.012
N 1.542 0.054 -2.057 -0.019
N 1.753 -2.227 -2.550 0.013
C 0.430 -2.538 -2.757 0.048
N 0.209 -3.681 -3.465 0.018
N -0.524 -1.916 -2.151 -0.101
H 5.203 -2.370 -2.256 0.000
H 3.711 -2.985 -1.505 -0.001
H 4.762 -1.891 -0.604 0.000
H 5.380 0.126 -2.191 0.000
H 4.236 0.698 -0.968 0.001
H 3.932 0.990 -2.709 -0.001
H 2.066 0.894 -1.851 0.014
H 2.389 -2.788 -3.102 0.001
H 0.932 -3.966 -4.110 -0.001
H -0.710 -3.701 -3.899 0.000
H -1.427 -2.321 -2.380 0.018
C 1.494 1.760 3.626 -0.001
C 0.650 2.154 2.419 0.018
C 1.381 3.242 1.622 -0.001
C 0.412 0.976 1.463 0.177
H 1.654 2.629 4.258 0.000
H 2.463 1.392 3.297 0.000
H 1.003 0.994 4.224 0.000
H -0.315 2.545 2.759 0.000
H 2.369 2.888 1.335 0.000
H 1.506 4.142 2.219 0.000
H 0.836 3.492 0.715 0.000
H 1.378 0.557 1.158 0.043
H -0.082 1.342 0.553 -0.104
F -0.407 -1.020 -7.476 0.001
C -0.889 -0.128 -6.608 0.006
F -0.188 1.000 -6.745 0.000
F -2.151 0.131 -6.943 0.000
S -0.732 -0.743 -4.849 0.005
O -1.530 -1.944 -4.791 0.003
O 0.688 -0.960 -4.694 0.003
O -1.262 0.376 -4.086 0.043
C -2.343 4.907 -0.904 -0.006
N -1.012 4.406 -1.180 0.035
C 0.005 5.406 -1.432 -0.007
C -0.810 3.147 -1.409 0.065
N -0.693 1.980 -1.482 -0.130
H -2.725 5.480 -1.752 0.001
H -2.298 5.565 -0.033 0.001
H -3.015 4.079 -0.698 0.001
H -0.290 6.045 -2.270 0.000
H 0.955 4.927 -1.663 0.002
H 0.129 6.041 -0.550 0.001
```

The charge is +1. Its spin multiplicity is 4. As for the expectation value of S²: 3.77. The value obtained for the molecular weight is 764.7 g mol⁻¹. The gap between HOMO and LUMO (spin up / spin down) is 7.450 / 6.783 eV. The energy above the lowest of the compared OMol25 structures with the same formula, charge and spin comes out at 0.0 kcal/mol.